DFT (the ωB97M-V functional and the def2-TZVPD basis) results for a structure of composition C24H22BBr2F8LuN3PSSb.

CARTESIAN COORDINATES (ANGSTROEM)
Lu 0.06118 -2.02585 -2.97202
Sb -0.81316 -4.79535 -2.43580
Br -1.93315 0.42752 -2.74717
Br -3.37293 -2.19602 -1.75597
S 1.05109 1.46004 -6.39179
P -0.22163 0.73123 0.84249
F 1.28052 -3.34031 -0.84170
F -0.01407 -6.07344 -1.23975
F 1.24896 -3.39414 -3.63814
F -2.53433 -5.64404 -2.14407
F -0.56039 -6.01890 -3.87157
F 1.71545 -1.32119 -1.76698
F -1.48930 -2.34968 -4.09255
F -0.31696 -1.74903 -0.92840
N 2.29287 2.33178 -2.68273
N 1.08429 1.65400 -1.00578
N 0.80458 -0.43699 -4.37702
C 0.91139 0.35126 -5.24180
C 1.21613 -0.23110 1.42385
C -2.84832 0.39058 1.64819
C 1.65383 -1.42439 0.79142
C 1.07822 2.95299 -2.82242
C -1.47816 -1.56285 1.98396
C -0.27726 2.24985 1.85944
C -3.81512 -1.60524 2.55950
C -0.75622 2.19080 3.17257
C -2.58285 -2.23838 2.47835
C 1.86430 0.22297 2.57194
C -0.87974 3.34798 3.92114
C -0.53669 4.57794 3.37450
C 2.68891 -2.13490 1.39819
C -3.94279 -0.28238 2.15931
C -3.47354 -0.73300 -3.00360
C 3.45568 0.75983 -1.15574
C -0.03708 4.63951 2.08418
C -1.60222 -0.23793 1.57071
C 2.89348 -0.50761 3.14202
C 0.09017 3.48345 1.32796
C 3.30033 -1.69274 2.55986
C 0.33737 2.52478 -1.77319
C 2.27084 1.55391 -1.57692
B 1.15504 -1.98518 -0.61723
H -2.48065 -3.27161 2.78344
H 3.25713 0.25365 -0.21955
H 4.10108 -2.27409 2.99785
H -0.52495 -2.07024 1.94043
H 0.85286 3.62256 -3.63155
H -1.02165 1.24104 3.61470
H 0.47974 3.54213 0.32192
H -1.25481 3.28445 4.93419
H 1.54568 1.14440 3.03784
H 3.03391 -3.04540 0.92318
H -4.37739 -0.16607 -2.82370
H 3.68718 0.01099 -1.91445
H -4.67699 -2.15066 2.92057
H -4.89903 0.21902 2.23212
H 3.36497 -0.14974 4.04784
H -3.40310 -1.13299 -4.00560
H -0.66007 5.48073 3.95786
H 0.24482 5.59328 1.65806
H 4.32582 1.40682 -1.03713
H -0.68019 2.77116 -1.51904
H 3.06145 2.40151 -3.32730
H -2.94455 1.41928 1.32109

Results
Expectation value of S² ... 0.7565
Molar mass ... 1034.8 g mol⁻¹
Spin multiplicity ... 2
Maximum force ... 3.602 eV/A
ΔE to the lowest compared entry with this formula, charge and spin ... 1.060 eV
HOMO energy (spin up / spin down) ... -7.96 / -7.96 eV
Orbital gap (spin up / spin down) ... 7.6 / 4.9 eV